1.
Formula: C19H23N3O5
Source: the Open Molecules 2025 dataset
Level of theory: wB97M-V/def2-TZVPD

Each atom is followed by the atoms it is bonded to, with distances in Å.
Element x y z (Å)
1 C 0.197 4.189 -1.691  C2 1.521, H48 1.087, H49 1.086, H50 1.087
2 C 0.018 2.723 -1.327  C1 1.521, H3 1.092, H4 1.095, O5 1.428
3 H -0.983 2.370 -1.582  C2 1.092
4 H 0.768 2.111 -1.839  C2 1.095
5 O 0.139 2.516 0.081  C2 1.428, C6 1.342
6 C 1.380 2.376 0.575  O5 1.342, O7 1.204, C8 1.506
7 O 2.378 2.416 -0.097  C6 1.204
8 C 1.354 2.171 2.066  C6 1.506, H9 1.091, H10 1.089, C11 1.553
9 H 1.930 2.979 2.518  C8 1.091
10 H 0.330 2.220 2.433  C8 1.089
11 C 2.028 0.838 2.493  C8 1.553, N12 1.447, C16 1.537, H47 1.096
12 N 1.371 -0.375 2.058  C11 1.447, C13 1.451, C23 1.452
13 C 0.054 -0.540 2.642  N12 1.451, C14 1.529, H21 1.092, H22 1.103
14 C 0.181 -0.499 4.165  C13 1.529, O15 1.409, H19 1.091, H20 1.100
15 O 0.823 0.676 4.601  C14 1.409, C16 1.407
16 C 2.103 0.780 4.026  C11 1.537, O15 1.407, H17 1.091, H18 1.100
17 H 2.551 1.687 4.434  C16 1.091
18 H 2.712 -0.090 4.315  C16 1.100
19 H -0.802 -0.506 4.638  C14 1.091
20 H 0.754 -1.378 4.498  C14 1.100
21 H -0.335 -1.515 2.340  C13 1.092
22 H -0.654 0.238 2.308  C13 1.103
23 C 1.416 -0.624 0.629  N12 1.452, C24 1.492, H45 1.101, H46 1.095
24 C 1.064 -2.040 0.320  C23 1.492, C25 1.389, C28 1.406
25 C 0.089 -2.526 -0.543  C24 1.389, N26 1.359, C31 1.457
26 N 0.226 -3.878 -0.527  C25 1.359, N27 1.328, H30 1.008
27 N 1.188 -4.287 0.291  N26 1.328, C28 1.317
28 C 1.712 -3.191 0.802  C24 1.406, N27 1.317, H29 1.071
29 H 2.525 -3.243 1.496  C28 1.071
30 H -0.335 -4.550 -1.025  N26 1.008
31 C -0.901 -1.860 -1.379  C25 1.457, C32 1.391, C36 1.405
32 C -1.635 -0.783 -0.894  C31 1.391, C33 1.392, H44 1.078
33 C -2.581 -0.126 -1.674  C32 1.392, C34 1.373, H43 1.077
34 C -2.769 -0.587 -2.954  C33 1.373, C35 1.397, O40 1.369
35 C -2.046 -1.675 -3.448  C34 1.397, C36 1.370, O38 1.369
36 C -1.113 -2.329 -2.686  C31 1.405, C35 1.370, H37 1.077
37 H -0.548 -3.153 -3.089  C36 1.077
38 O -2.431 -1.928 -4.737  C35 1.369, C39 1.412
39 C -3.418 -0.966 -5.043  O38 1.412, O40 1.412, H41 1.102, H42 1.102
40 O -3.621 -0.130 -3.924  C34 1.369, C39 1.412
41 H -3.088 -0.359 -5.901  C39 1.102
42 H -4.361 -1.474 -5.299  C39 1.102
43 H -3.152 0.703 -1.290  C33 1.077
44 H -1.485 -0.458 0.123  C32 1.078
45 H 0.748 0.041 0.060  C23 1.101
46 H 2.443 -0.429 0.300  C23 1.095
47 H 3.044 0.829 2.084  C11 1.096
48 H -0.515 4.803 -1.144  C1 1.087
49 H 0.037 4.322 -2.757  C1 1.086
50 H 1.206 4.512 -1.443  C1 1.087

Output
Structure (SMILES)   CCOC(=O)C[C@H]1COCCN1Cc1cn[nH]c1-c1ccc2c(c1)OCO2
E_HOMO   -8.13 eV
Relative energy (zero: lowest compared OMol25 entry of this formula, charge and spin)   4.065 eV
LUMO   0.0227 Ha
HOMO-LUMO gap   8.751 eV

---

2.
Formula: C19H23N3O5
Source: the Open Molecules 2025 dataset
Level of theory: wB97M-V/def2-TZVPD

Each atom is followed by the atoms it is bonded to, with distances in Å.
Element x y z (Å)
1 C -2.683 -3.980 -1.093  C2 1.525, H48 1.086, H49 1.087, H50 1.088
2 C -3.114 -3.578 0.314  C1 1.525, O3 1.415, H46 1.094, H47 1.096
3 O -3.476 -2.214 0.411  C2 1.415, C4 1.371
4 C -2.503 -1.248 0.375  O3 1.371, C5 1.388, C9 1.406
5 C -1.145 -1.523 0.454  C4 1.388, C6 1.388, H45 1.077
6 C -0.206 -0.501 0.473  C5 1.388, C7 1.392, C27 1.479
7 C -0.613 0.830 0.419  C6 1.392, C8 1.383, H26 1.076
8 C -1.961 1.124 0.330  C7 1.383, C9 1.415, O18 1.359
9 C -2.926 0.090 0.293  C4 1.406, C8 1.415, O10 1.356
10 O -4.204 0.535 0.218  C9 1.356, C11 1.417
11 C -5.249 -0.295 -0.258  O10 1.417, C12 1.522, H16 1.096, H17 1.096
12 C -6.436 0.611 -0.553  C11 1.522, H13 1.086, H14 1.087, H15 1.086
13 H -6.733 1.133 0.352  C12 1.086
14 H -6.164 1.350 -1.302  C12 1.087
15 H -7.272 0.020 -0.917  C12 1.086
16 H -4.933 -0.816 -1.170  C11 1.096
17 H -5.518 -1.043 0.496  C11 1.096
18 O -2.478 2.379 0.261  C8 1.359, C19 1.413
19 C -1.601 3.482 0.355  O18 1.413, C20 1.521, H24 1.099, H25 1.100
20 C -2.449 4.744 0.317  C19 1.521, H21 1.086, H22 1.086, H23 1.086
21 H -3.012 4.783 -0.612  C20 1.086
22 H -3.152 4.739 1.145  C20 1.086
23 H -1.813 5.622 0.389  C20 1.086
24 H -1.031 3.435 1.293  C19 1.099
25 H -0.891 3.476 -0.485  C19 1.100
26 H 0.131 1.607 0.446  C7 1.076
27 C 1.218 -0.888 0.562  C6 1.479, O28 1.206, O29 1.347
28 O 1.616 -2.023 0.652  C27 1.206
29 O 2.018 0.192 0.481  C27 1.347, N30 1.422
30 N 3.398 -0.060 0.717  O29 1.422, C31 1.280
31 C 4.176 0.286 -0.240  N30 1.280, N32 1.348, C35 1.476
32 N 3.827 0.847 -1.414  C31 1.348, H33 1.005, H34 1.006
33 H 2.859 0.910 -1.674  N32 1.005
34 H 4.557 0.973 -2.096  N32 1.006
35 C 5.622 0.075 -0.032  C31 1.476, N36 1.331, C40 1.393
36 N 6.406 0.408 -1.056  C35 1.331, C37 1.320
37 C 7.708 0.232 -0.932  N36 1.320, C38 1.387, H44 1.083
38 C 8.303 -0.282 0.210  C37 1.387, C39 1.388, H43 1.079
39 C 7.485 -0.632 1.275  C38 1.388, C40 1.383, H42 1.080
40 C 6.118 -0.453 1.158  C35 1.393, C39 1.383, H41 1.077
41 H 5.428 -0.708 1.943  C40 1.077
42 H 7.909 -1.040 2.182  C39 1.080
43 H 9.373 -0.407 0.262  C38 1.079
44 H 8.299 0.519 -1.793  C37 1.083
45 H -0.772 -2.531 0.522  C5 1.077
46 H -4.031 -4.109 0.588  C2 1.094
47 H -2.339 -3.829 1.047  C2 1.096
48 H -2.482 -5.047 -1.121  C1 1.086
49 H -1.786 -3.445 -1.392  C1 1.087
50 H -3.475 -3.752 -1.803  C1 1.088

Output
Structure (SMILES)   CCOc1cc(C(=O)O/N=C(\N)c2ccccn2)cc(OCC)c1OCC
E_HOMO   -7.96 eV
Relative energy (zero: lowest compared OMol25 entry of this formula, charge and spin)   4.896 eV
LUMO   0.0181 Ha
HOMO-LUMO gap   8.458 eV

---

3.
Formula: C19H23N3O5S
Source: the Open Molecules 2025 dataset
Level of theory: wB97M-V/def2-TZVPD

Each atom is followed by the atoms it is bonded to, with distances in Å.
Element x y z (Å)
1 C -3.350 -5.688 0.463  C2 1.514, H49 1.088, H50 1.086, H51 1.088
2 C -3.177 -4.354 -0.234  C1 1.514, O3 1.207, N4 1.370
3 O -3.022 -4.241 -1.426  C2 1.207
4 N -3.217 -3.306 0.648  C2 1.370, C5 1.394, H48 1.011
5 C -3.099 -1.940 0.397  N4 1.394, C6 1.395, C10 1.397
6 C -2.953 -1.419 -0.888  C5 1.395, C7 1.383, H47 1.077
7 C -2.834 -0.053 -1.063  C6 1.383, C8 1.382, H46 1.078
8 C -2.866 0.791 0.030  C7 1.382, C9 1.382, S13 1.789
9 C -3.018 0.289 1.309  C8 1.382, C10 1.380, H12 1.078
10 C -3.140 -1.074 1.493  C5 1.397, C9 1.380, H11 1.081
11 H -3.262 -1.475 2.489  C10 1.081
12 H -3.056 0.975 2.139  C9 1.078
13 S -2.566 2.541 -0.190  C8 1.789, O14 1.433, O15 1.433, N16 1.668
14 O -3.118 3.257 0.922  S13 1.433
15 O -2.945 2.925 -1.518  S13 1.433
16 N -0.907 2.680 -0.094  S13 1.668, C17 1.443, C38 1.446
17 C -0.185 2.083 -1.191  N16 1.443, C18 1.526, H44 1.091, H45 1.102
18 C 1.243 2.621 -1.203  C17 1.526, H19 1.091, H20 1.091, C21 1.536
19 H 1.207 3.704 -1.325  C18 1.091
20 H 1.785 2.192 -2.048  C18 1.091
21 C 1.939 2.293 0.126  C18 1.536, C22 1.529, C37 1.532, H43 1.097
22 C 2.167 0.787 0.256  C21 1.529, O23 1.213, N24 1.353
23 O 1.582 0.064 1.034  C22 1.213
24 N 3.092 0.315 -0.612  C22 1.353, H25 1.008, C26 1.452
25 H 3.617 0.956 -1.185  N24 1.008
26 C 3.510 -1.075 -0.626  N24 1.452, C27 1.493, H35 1.092, H36 1.094
27 C 4.914 -1.228 -0.142  C26 1.493, C28 1.364, O31 1.353
28 C 5.434 -1.319 1.115  C27 1.364, C29 1.416, H34 1.070
29 C 6.840 -1.396 0.959  C28 1.416, C30 1.359, H33 1.070
30 C 7.068 -1.342 -0.380  C29 1.359, O31 1.343, H32 1.072
31 O 5.912 -1.235 -1.056  C27 1.353, C30 1.343
32 H 7.972 -1.371 -0.957  C30 1.072
33 H 7.571 -1.482 1.735  C29 1.070
34 H 4.881 -1.332 2.032  C28 1.070
35 H 2.823 -1.606 0.037  C26 1.092
36 H 3.429 -1.470 -1.643  C26 1.094
37 C 1.098 2.847 1.281  C21 1.532, C38 1.527, H41 1.090, H42 1.091
38 C -0.347 2.360 1.200  N16 1.446, C37 1.527, H39 1.090, H40 1.098
39 H -0.965 2.867 1.942  C38 1.090
40 H -0.372 1.277 1.383  C38 1.098
41 H 1.522 2.527 2.234  C37 1.090
42 H 1.113 3.936 1.234  C37 1.091
43 H 2.924 2.775 0.143  C21 1.097
44 H -0.714 2.359 -2.104  C17 1.091
45 H -0.167 0.984 -1.102  C17 1.102
46 H -2.734 0.375 -2.048  C7 1.078
47 H -2.931 -2.086 -1.733  C6 1.077
48 H -3.338 -3.542 1.623  N4 1.011
49 H -2.554 -5.839 1.189  C1 1.088
50 H -3.315 -6.482 -0.276  C1 1.086
51 H -4.308 -5.721 0.978  C1 1.088

Output
Structure (SMILES)   CC(=O)Nc1ccc(S(=O)(=O)N2CCC(C(=O)NCc3ccco3)CC2)cc1
E_HOMO   -8.83 eV
Relative energy (zero: lowest compared OMol25 entry of this formula, charge and spin)   0.892 eV
LUMO   0.0189 Ha
HOMO-LUMO gap   9.346 eV

---

4.
Formula: C19H23N3S
Source: the Open Molecules 2025 dataset
Level of theory: wB97M-V/def2-TZVPD

Each atom is followed by the atoms it is bonded to, with distances in Å.
Element x y z (Å)
1 N -0.990 1.581 -3.154  C14 1.338, N16 1.350
2 S 2.069 0.864 -0.641  C3 1.804, C21 1.906
3 C 0.847 1.143 -1.939  S2 1.804, C15 1.313, N16 1.372
4 C -4.228 0.037 0.990  C5 1.386, C6 1.416, H24 1.082
5 C -3.110 0.484 1.678  C4 1.386, C7 1.365, H25 1.082
6 C -4.280 0.439 -0.367  C4 1.416, C8 1.356, H26 1.074
7 C -2.077 1.177 1.116  C5 1.365, C11 1.448, H27 1.078
8 C -3.256 1.077 -0.986  C6 1.356, C11 1.337, H28 1.106
9 C 0.985 0.204 -5.873  C10 1.382, C12 1.425, H29 1.105
10 C 2.160 0.043 -5.165  C9 1.382, C13 1.386, H30 1.123
11 C -2.180 1.472 -0.298  C7 1.448, C8 1.337, C20 1.491
12 C -0.173 0.859 -5.363  C9 1.425, C14 1.394, H31 1.036
13 C 2.215 0.369 -3.819  C10 1.386, C15 1.383, H32 1.092
14 C -0.066 1.104 -3.995  N1 1.338, C12 1.394, C15 1.418
15 C 1.064 0.808 -3.190  C3 1.313, C13 1.383, C14 1.418
16 N -0.404 1.705 -1.944  N1 1.350, C3 1.372, C20 1.437
17 N 1.310 -1.787 3.969  C18 1.453, C19 1.457, C22 1.505
18 C 1.302 -0.785 5.020  N17 1.453, H33 1.145, H34 1.158, H35 1.109
19 C 2.232 -2.905 4.120  N17 1.457, H36 1.043, H37 1.054, H38 1.130
20 C -1.160 2.367 -0.917  C11 1.491, N16 1.437, H39 1.127, H40 1.128
21 C 1.136 -0.495 0.316  S2 1.906, C23 1.537, H41 1.069, H42 1.078
22 C 0.788 -1.440 2.601  N17 1.505, C23 1.487, H43 1.114, H44 1.099
23 C 1.760 -0.774 1.693  C21 1.537, C22 1.487, H45 1.066, H46 1.075
24 H -4.895 -0.675 1.458  C4 1.082
25 H -3.041 0.159 2.708  C5 1.082
26 H -5.112 0.273 -1.025  C6 1.074
27 H -1.224 1.441 1.720  C7 1.078
28 H -3.274 1.393 -2.046  C8 1.106
29 H 0.952 -0.001 -6.959  C9 1.105
30 H 3.064 -0.424 -5.641  C10 1.123
31 H -1.081 0.977 -5.847  C12 1.036
32 H 3.146 0.226 -3.268  C13 1.092
33 H 1.826 0.129 4.570  C18 1.145
34 H 1.810 -1.283 5.934  C18 1.158
35 H 0.229 -0.554 5.175  C18 1.109
36 H 3.153 -2.468 4.337  C19 1.043
37 H 2.299 -3.421 3.203  C19 1.054
38 H 1.962 -3.618 4.953  C19 1.130
39 H -0.491 2.828 -0.137  C20 1.127
40 H -1.713 3.299 -1.229  C20 1.128
41 H 1.127 -1.312 -0.373  C21 1.069
42 H 0.135 -0.127 0.471  C21 1.078
43 H 0.563 -2.381 2.049  C22 1.114
44 H -0.135 -0.843 2.600  C22 1.099
45 H 2.112 0.197 1.955  C23 1.066
46 H 2.646 -1.362 1.538  C23 1.075

Output
Structure (SMILES)   CN(C)CCCSc1c2ccccc2nn1Cc1ccccc1
E_HOMO   -7.76 eV
Relative energy (zero: lowest compared OMol25 entry of this formula, charge and spin)   3.808 eV
LUMO   0.0141 Ha
HOMO-LUMO gap   8.147 eV

---

5.
Formula: C19H23N5O3S
Source: the Open Molecules 2025 dataset
Level of theory: wB97M-V/def2-TZVPD

Each atom is followed by the atoms it is bonded to, with distances in Å.
Element x y z (Å)
1 C -5.557 0.211 2.958  H2 1.097, O3 1.406, H50 1.088, H51 1.097
2 H -4.703 0.148 3.642  C1 1.097
3 O -5.362 1.217 1.996  C1 1.406, C4 1.407
4 C -4.171 1.112 1.255  O3 1.407, C5 1.549, H48 1.092, H49 1.100
5 C -4.291 0.108 0.081  C4 1.549, N6 1.449, C43 1.528, H47 1.093
6 N -3.050 -0.599 -0.167  C5 1.449, C7 1.358, C10 1.382
7 C -1.870 -0.079 -0.592  N6 1.358, C8 1.393, C39 1.483
8 C -0.944 -1.117 -0.673  C7 1.393, C9 1.422, C16 1.442
9 C -1.621 -2.302 -0.277  C8 1.422, C10 1.361, H15 1.071
10 C -2.904 -1.960 0.020  N6 1.382, C9 1.361, C11 1.489
11 C -4.005 -2.855 0.473  C10 1.489, H12 1.091, H13 1.091, H14 1.087
12 H -4.345 -2.597 1.477  C11 1.091
13 H -4.859 -2.819 -0.205  C11 1.091
14 H -3.634 -3.876 0.496  C11 1.087
15 H -1.214 -3.292 -0.236  C9 1.071
16 C 0.443 -0.977 -1.044  C8 1.442, O17 1.215, C18 1.528
17 O 0.939 0.017 -1.536  C16 1.215
18 C 1.294 -2.212 -0.751  C16 1.528, H19 1.088, H20 1.090, S21 1.814
19 H 1.073 -2.616 0.235  C18 1.088
20 H 1.142 -2.973 -1.516  C18 1.090
21 S 3.053 -1.773 -0.812  C18 1.814, C22 1.723
22 C 2.991 -0.536 0.386  S21 1.723, N23 1.319, N26 1.364
23 N 2.009 -0.374 1.252  C22 1.319, N24 1.322
24 N 2.316 0.698 1.961  N23 1.322, N25 1.263
25 N 3.414 1.205 1.596  N24 1.263, N26 1.346
26 N 3.902 0.458 0.589  C22 1.364, N25 1.346, C27 1.398
27 C 5.104 0.773 -0.052  N26 1.398, C28 1.391, C32 1.390
28 C 5.568 2.081 0.033  C27 1.391, C29 1.379, H38 1.078
29 C 6.752 2.431 -0.582  C28 1.379, C30 1.392, H37 1.082
30 C 7.484 1.480 -1.287  C29 1.392, C31 1.393, O35 1.356
31 C 7.017 0.170 -1.360  C30 1.393, C32 1.379, H34 1.078
32 C 5.836 -0.186 -0.742  C27 1.390, C31 1.379, H33 1.078
33 H 5.493 -1.207 -0.792  C32 1.078
34 H 7.598 -0.559 -1.902  C31 1.078
35 O 8.651 1.780 -1.909  C30 1.356, H36 0.965
36 H 8.862 2.714 -1.784  O35 0.965
37 H 7.111 3.449 -0.517  C29 1.082
38 H 4.992 2.808 0.584  C28 1.078
39 C -1.613 1.350 -0.898  C7 1.483, H40 1.087, H41 1.091, H42 1.085
40 H -0.547 1.536 -0.790  C39 1.087
41 H -1.873 1.572 -1.933  C39 1.091
42 H -2.161 2.017 -0.241  C39 1.085
43 C -4.844 0.772 -1.179  C5 1.528, H44 1.087, H45 1.088, H46 1.085
44 H -5.819 1.196 -0.953  C43 1.087
45 H -4.955 0.036 -1.973  C43 1.088
46 H -4.194 1.566 -1.529  C43 1.085
47 H -5.016 -0.649 0.394  C5 1.093
48 H -3.989 2.121 0.879  C4 1.092
49 H -3.336 0.816 1.906  C4 1.100
50 H -6.448 0.492 3.515  C1 1.088
51 H -5.719 -0.774 2.505  C1 1.097

Output
Structure (SMILES)   COC[C@@H](C)n1c(C)cc(C(=O)CSc2nnnn2-c2ccc(O)cc2)c1C
E_HOMO   -8.13 eV
Relative energy (zero: lowest compared OMol25 entry of this formula, charge and spin)   2.959 eV
LUMO   0.0235 Ha
HOMO-LUMO gap   8.770 eV

---

The lowest relative energy (zero: lowest compared OMol25 entry of this formula, charge and spin) belongs to which entry?
C19H23N3O5S